86
Properties=species:S:1:pos:R:3:forces:R:3:mulliken_charge:R:1 method="wB97M-V/def2-TZVPD" homo_energy_ev=-9.0 gap_ha=0.2471 max_force_ha_per_bohr=0.1668 smiles="CCCCCCc1cc2c(c(CCC(F)(F)C(F)(F)C(F)(F)C(F)(F)S(F)(F)(F)(F)F)c1[Si](C)(C)C)C(=O)C=C(Br)C2=O.CCOC(=O)OC"
C -3.64679 -1.27391 -6.98481 -0.389 0.712 1.360 -1.108
C -2.34094 -1.31966 -5.94049 -0.701 0.999 -0.976 0.064
C -0.99932 -1.13583 -6.86419 0.207 -0.176 -0.302 -0.568
C 0.38339 -1.72789 -6.21375 -0.279 -0.583 -0.394 -0.761
C 0.53073 -1.53830 -4.59259 -0.710 -0.765 -0.373 -0.108
C 0.36284 -0.00162 -4.05005 -1.266 -0.371 0.229 -0.414
C -0.01352 -0.08075 -2.45404 -1.340 0.017 3.053 0.093
C -1.62441 -0.42655 -2.15822 1.620 0.364 3.486 -0.642
C -2.19670 -0.54279 -0.63229 3.138 0.695 -0.567 -0.047
C -1.16003 -0.26044 0.65143 0.756 0.042 -3.381 0.003
C 0.42776 0.07692 0.33890 -2.332 -0.424 -1.086 0.358
C 1.39692 0.30135 1.67060 -0.601 -1.048 -0.356 -0.491
C 1.99517 1.81384 1.82407 0.809 -0.084 0.782 -0.920
C 1.11458 2.84019 2.75680 1.976 -0.128 1.818 0.953
F 2.11058 3.85538 3.27121 -2.959 -2.536 -1.446 -0.328
F 0.60167 2.16830 4.00931 1.228 2.256 -4.119 -0.286
C -0.02403 3.70475 1.95918 -0.623 -0.275 -1.948 0.546
F -1.08471 2.79614 1.47509 3.160 3.015 1.700 -0.192
F 0.57572 4.31416 0.71169 -1.700 -2.191 3.857 -0.324
C -0.59967 5.01996 2.81304 3.210 1.677 0.492 0.510
F 0.37970 6.11932 2.44914 -3.159 -3.352 1.224 -0.297
F -0.44504 4.88714 4.28150 -1.109 0.222 -4.958 -0.247
C -2.04160 5.57308 2.29191 1.321 4.244 -2.968 0.738
F -2.26786 5.39723 0.80771 1.577 0.538 5.259 -0.227
F -1.99602 7.07396 2.47366 -0.026 -5.064 -0.400 -0.264
S -3.56287 4.98460 3.16829 -5.764 -0.495 0.445 1.119
F -4.10823 4.26521 1.67024 0.939 1.077 3.563 -0.324
F -2.91526 3.48409 3.64754 -0.834 3.430 -0.912 -0.223
F -3.20908 5.77497 4.64324 -0.081 -2.051 -3.146 -0.280
F -4.36346 6.45557 2.66834 1.534 -3.182 0.973 -0.322
F -5.05732 4.49699 3.85280 3.187 0.924 -1.265 -0.283
C 1.07319 0.15299 -1.20338 -6.184 -1.410 0.686 0.757
Si 2.90323 0.48263 -1.63740 0.857 0.939 -0.853 0.159
C 4.19450 0.24562 -0.24370 1.840 -0.602 1.181 -0.843
C 3.01339 2.37222 -2.16428 -0.360 0.682 0.012 -0.969
C 3.57570 -0.57238 -3.15266 1.015 -0.306 0.118 -0.847
C -1.86421 -0.36047 2.12268 -0.207 1.972 3.680 0.354
O -1.67360 0.41860 3.18253 -0.587 -4.505 -6.374 -0.507
C -3.02857 -1.54956 2.29398 -2.426 -0.149 -4.396 -0.432
C -3.96675 -1.79954 1.12635 3.298 1.463 2.720 -0.095
Br -5.41314 -3.18966 1.32462 1.686 1.853 -0.415 -0.138
C -3.78769 -0.93975 -0.29832 -3.085 0.854 -2.946 0.371
O -4.80146 -0.63351 -1.11470 6.490 -2.111 5.193 -0.537
H -3.82200 -2.28812 -7.54184 0.377 2.040 1.047 0.310
H -3.56492 -0.36039 -7.74269 0.083 -2.130 1.551 0.269
H -4.57537 -1.00116 -6.28655 1.759 -0.889 -1.736 0.318
H -2.33125 -2.29429 -5.28680 -0.005 1.785 -1.479 0.239
H -2.52891 -0.40146 -5.20100 0.682 -1.986 -1.598 0.037
H -1.21621 -1.71957 -7.88250 0.582 1.221 2.200 0.335
H -0.80794 -0.00694 -7.19197 -0.706 -2.309 0.911 0.258
H 0.39617 -2.90034 -6.43774 0.050 2.492 0.629 0.310
H 1.27576 -1.27278 -6.81874 -1.513 -0.790 1.317 0.250
H -0.36295 -2.16138 -4.10432 1.956 1.394 -0.990 0.207
H 1.51323 -2.08228 -4.26548 -1.806 1.351 -0.458 0.161
H -0.60932 0.43287 -4.59080 2.153 -0.905 1.263 0.279
H 1.23088 0.72895 -4.32651 -1.468 -1.537 0.821 0.248
H -2.39496 -0.62872 -3.03754 1.954 0.543 2.039 0.013
H 0.84187 0.00197 2.68487 0.901 0.850 -2.462 0.313
H 2.24218 -0.53655 1.56636 -1.566 2.300 0.184 0.136
H 2.22872 2.37302 0.82397 -0.710 -1.139 1.796 0.143
H 3.04706 1.69897 2.37825 -2.468 0.480 -0.984 0.294
H 4.34783 1.19390 0.46528 -0.539 -2.238 -1.429 0.196
H 5.25327 0.11017 -0.77957 -2.273 0.331 1.028 0.351
H 4.05930 -0.75891 0.38736 0.291 2.314 -1.212 0.287
H 3.98718 2.88703 -1.73488 -1.999 -0.997 -0.978 0.319
H 2.04855 2.95070 -1.76513 2.169 -1.111 -0.948 0.199
H 3.02471 2.40293 -3.33401 -0.006 0.238 2.152 0.351
H 3.29075 -1.70464 -3.04094 0.487 2.201 -0.526 0.213
H 4.76200 -0.51609 -3.03977 -2.494 -0.099 -0.356 0.329
H 3.29302 -0.09343 -4.18413 0.458 -1.252 1.953 0.274
H -3.19259 -2.16888 3.27353 0.546 1.627 -1.957 0.356
C 1.31986 -2.52857 6.49271 -0.278 -0.149 -0.027 -1.141
C 2.42670 -2.77393 5.48107 -0.192 0.614 0.291 0.112
O 2.55132 -4.17199 5.18948 -0.480 -0.553 -0.856 -0.344
C 1.62708 -4.67789 4.33752 -0.484 0.295 0.012 0.737
O 0.72201 -4.05330 3.80263 1.346 -0.880 0.671 -0.547
O 1.86057 -6.00728 4.20120 0.024 1.124 0.142 -0.330
C 0.89399 -6.68610 3.40325 -0.322 -0.346 -0.351 -0.608
H 1.47157 -3.14164 7.38637 0.131 0.148 -0.073 0.324
H 1.28934 -1.47479 6.78417 0.048 -0.121 -0.040 0.374
H 0.34180 -2.79984 6.08385 0.165 0.121 -0.047 0.283
H 3.38285 -2.45253 5.90616 -0.046 -0.375 -0.142 0.305
H 2.27136 -2.19645 4.56258 -0.101 -0.262 0.075 0.052
H 0.77203 -6.20340 2.42838 -0.061 0.027 0.274 0.284
H -0.06088 -6.73159 3.93479 0.074 0.124 -0.179 0.285
H 1.24756 -7.70792 3.23818 0.154 0.285 0.221 0.219

---

65
Properties=species:S:1:pos:R:3:forces:R:3:mulliken_charge:R:1 method="wB97M-V/def2-TZVPD" charge=+1 homo_energy_ev=-9.3 relative_energy_ev=0.000 gap_ha=0.2340 max_force_ha_per_bohr=0.0164
Ga -1.57851 0.02673 -0.51619 0.422 -0.083 0.723 0.569
C -4.86853 0.69278 0.15760 -0.008 0.129 0.022 -0.668
C -4.94967 -0.81068 0.30948 -0.001 -0.004 -0.014 -0.639
O -3.79020 -1.35933 -0.30602 -0.044 -0.040 -0.064 -0.185
C -3.66824 -2.75691 -0.12999 -0.008 0.069 0.019 -0.608
C -2.29081 -3.12929 -0.61856 0.060 -0.071 -0.026 -0.799
O -1.27967 -2.26772 -0.07898 -0.337 0.051 -0.373 -0.340
C -0.82995 -2.52331 1.24840 0.061 -0.027 0.007 -0.716
C -1.59429 -1.70881 2.27424 -0.066 -0.047 -0.008 -0.742
O -1.82803 -0.40671 1.74468 0.128 0.117 -0.061 0.255
C -2.75316 0.34710 2.54230 0.020 0.043 0.107 -0.658
C -3.20270 1.54522 1.74079 -0.030 0.096 -0.129 -0.902
O -3.56674 1.17992 0.42837 -0.025 -0.136 0.016 -0.119
H -5.60985 1.18560 0.79229 -0.024 -0.023 0.007 0.376
H -5.06125 0.96603 -0.87961 0.016 0.056 -0.005 0.293
H -5.85389 -1.18120 -0.18279 -0.010 -0.012 0.005 0.528
H -4.98700 -1.12100 1.35920 0.039 -0.023 0.016 0.283
H -4.42277 -3.29442 -0.71298 -0.003 -0.018 0.006 0.522
H -3.80813 -3.01886 0.92479 -0.010 0.009 0.015 0.316
H -2.23739 -2.99254 -1.69819 0.045 0.006 -0.001 0.342
H -2.05918 -4.16960 -0.38387 0.014 -0.002 -0.001 0.462
H 0.22237 -2.25229 1.26474 0.022 -0.025 -0.017 0.204
H -0.91138 -3.58735 1.47875 -0.028 -0.002 -0.011 0.522
H -1.00295 -1.64621 3.19235 -0.027 0.034 0.019 0.501
H -2.55652 -2.16459 2.52295 -0.015 0.002 -0.034 0.397
H -2.26733 0.67644 3.46491 0.036 -0.046 0.000 0.534
H -3.59213 -0.29902 2.81141 -0.001 -0.031 -0.033 0.278
H -2.37426 2.24604 1.61871 -0.022 0.036 -0.014 0.241
H -4.01971 2.05784 2.25502 -0.003 -0.005 0.028 0.559
N 5.53455 -0.92669 -1.11170 0.044 -0.032 0.004 0.012
C 6.83020 -0.83786 -0.64427 -0.039 -0.020 -0.079 0.744
C 8.06380 -1.09559 -1.23934 -0.018 0.005 0.006 -1.040
C 9.17596 -0.88945 -0.45285 0.001 0.005 0.033 -0.414
C 9.07115 -0.43743 0.87776 0.006 -0.011 -0.037 -0.496
C 7.84892 -0.18240 1.45552 -0.012 0.004 0.010 -0.777
C 6.70775 -0.38961 0.67520 -0.032 0.048 0.093 0.585
N 5.37434 -0.20674 0.99419 0.092 -0.009 0.019 -0.623
C 4.71916 -0.53279 -0.08389 -0.114 0.006 -0.039 -0.161
C 3.25750 -0.46805 -0.17579 0.133 -0.011 -0.003 1.116
C 2.53904 -0.92953 -1.27370 0.009 -0.014 -0.042 -1.030
C 1.16374 -0.81858 -1.27518 0.017 0.065 0.063 -0.250
N 0.48897 -0.28010 -0.25699 0.075 -0.178 0.104 0.080
C 1.17577 0.17678 0.79814 0.000 0.080 -0.060 -0.132
C 2.54587 0.09270 0.88318 -0.018 0.038 0.034 -0.673
H 5.25893 -1.19195 -2.03974 -0.002 0.019 -0.009 0.165
H 8.14952 -1.43426 -2.26331 0.002 -0.010 0.011 0.385
H 10.15741 -1.07873 -0.86657 -0.002 0.012 0.000 0.390
H 9.97602 -0.28535 1.45049 -0.004 -0.007 -0.004 0.391
H 7.76126 0.17141 2.47383 -0.002 -0.012 -0.007 0.439
H 3.02517 -1.37857 -2.12871 -0.015 0.011 -0.003 0.323
H 0.58000 -1.15866 -2.12061 -0.013 -0.008 0.003 0.463
H 0.59250 0.63417 1.58668 -0.006 -0.015 0.003 0.459
H 3.07987 0.46276 1.74662 -0.013 0.015 -0.012 0.550
N -1.20977 1.57555 -1.29526 -0.474 0.091 -0.079 -0.176
C -2.17388 2.52784 -1.60982 0.172 -0.138 -0.145 -0.093
C -3.22326 2.31802 -2.51594 -0.035 -0.045 0.000 -0.355
C -4.08526 3.34385 -2.86680 -0.022 -0.025 0.009 -0.633
C -3.91891 4.61890 -2.34104 -0.005 0.005 0.007 -0.485
C -2.88785 4.84242 -1.43872 -0.011 -0.048 0.091 -0.647
C -2.04329 3.81039 -1.05698 0.040 0.064 -0.083 -0.115
H -3.34267 1.32444 -2.93800 0.020 0.035 -0.057 0.508
H -4.88865 3.15081 -3.56791 0.016 -0.002 -0.010 0.413
H -4.57815 5.42458 -2.63445 -0.003 -0.005 0.010 0.413
H -2.74560 5.82931 -1.01534 0.005 -0.003 -0.007 0.380
H -1.23826 3.98455 -0.35255 0.007 0.033 -0.021 0.477

---

13
Properties=species:S:1:pos:R:3:forces:R:3:mulliken_charge:R:1 method="wB97M-V/def2-TZVPD" homo_energy_ev=-9.8 relative_energy_ev=3.290 gap_ha=0.3962 max_force_ha_per_bohr=0.0093 smiles="C1=NC1.CC=O"
C -0.03406 -1.43148 -1.40373 0.094 -0.034 0.217 -0.006
N 0.85606 -1.16411 -0.56549 -0.312 -0.195 -0.198 -0.423
C 0.89319 -0.44270 -1.91053 0.127 0.260 -0.284 -0.285
H -0.91402 -2.06486 -1.49364 0.230 0.170 0.035 0.309
H 1.68727 -0.73536 -2.59848 -0.153 0.031 0.170 0.227
H 0.63984 0.61873 -1.88535 0.032 -0.289 -0.031 0.177
C -0.91754 0.43561 1.73637 -0.094 0.032 -0.054 -0.951
C 0.16012 1.14596 0.96306 -0.031 0.140 -0.105 0.237
O -0.04648 1.87364 0.01846 0.055 -0.274 0.390 -0.510
H -0.68328 -0.63368 1.80238 -0.015 0.219 -0.006 0.291
H -1.88595 0.58988 1.25176 0.148 -0.048 0.114 0.272
H -0.94958 0.83420 2.75967 0.030 -0.075 -0.183 0.336
H 1.19444 0.97417 1.32552 -0.111 0.063 -0.066 0.324

---

What did the third record say?
13
Properties=species:S:1:pos:R:3:forces:R:3:mulliken_charge:R:1 method="wB97M-V/def2-TZVPD" homo_energy_ev=-9.8 relative_energy_ev=3.290 gap_ha=0.3962 max_force_ha_per_bohr=0.0093 smiles="C1=NC1.CC=O"
C -0.03406 -1.43148 -1.40373 0.094 -0.034 0.217 -0.006
N 0.85606 -1.16411 -0.56549 -0.312 -0.195 -0.198 -0.423
C 0.89319 -0.44270 -1.91053 0.127 0.260 -0.284 -0.285
H -0.91402 -2.06486 -1.49364 0.230 0.170 0.035 0.309
H 1.68727 -0.73536 -2.59848 -0.153 0.031 0.170 0.227
H 0.63984 0.61873 -1.88535 0.032 -0.289 -0.031 0.177
C -0.91754 0.43561 1.73637 -0.094 0.032 -0.054 -0.951
C 0.16012 1.14596 0.96306 -0.031 0.140 -0.105 0.237
O -0.04648 1.87364 0.01846 0.055 -0.274 0.390 -0.510
H -0.68328 -0.63368 1.80238 -0.015 0.219 -0.006 0.291
H -1.88595 0.58988 1.25176 0.148 -0.048 0.114 0.272
H -0.94958 0.83420 2.75967 0.030 -0.075 -0.183 0.336
H 1.19444 0.97417 1.32552 -0.111 0.063 -0.066 0.324